56
Properties=species:S:1:pos:R:3:forces:R:3:lowdin_spin:R:1 method="wB97M-V/def2-TZVPD" lumo_ev="-2.94 / -7.38" charge=+1 energy_ev=-36370.15927 gap_ev="9.51 / 5.07" e_above_lowest_ev=0.6200 s2=0.7557 spin_multiplicity=2
C -0.15620 0.12786 -0.32616 -0.07 0.50 0.53 0.078
C 0.12687 -0.45887 -1.70938 -0.56 -0.63 -0.19 0.007
C -0.37543 0.25038 -2.94066 0.25 -0.35 -0.30 0.000
O 0.01931 1.35142 -3.26729 -0.13 0.38 0.57 0.002
N -0.88123 1.38888 -0.26102 2.09 -0.61 -0.14 0.557
C -0.49027 2.36529 0.75908 -1.44 1.99 -0.11 0.032
N -0.06587 3.56883 0.09228 0.51 -0.55 -0.82 0.191
H 0.73101 0.24129 0.33076 -0.18 -0.36 -0.46 0.019
H -0.80478 -0.58103 0.22091 0.05 -0.05 0.01 0.044
H 1.19623 -0.63215 -1.85429 -0.11 0.45 0.13 0.002
H -0.30908 -1.45843 -1.67471 0.02 0.05 -0.26 0.000
H -1.03310 -0.31093 -3.61698 -0.04 0.00 0.08 0.000
H -1.10258 1.79953 -1.16800 -0.24 0.25 0.05 0.011
H -1.38672 2.67007 1.30015 0.07 -0.51 0.44 0.012
H 0.31410 2.03683 1.40001 -0.13 -0.60 0.13 0.007
H 0.77240 3.41903 -0.46292 0.17 0.06 0.09 0.002
H -0.76305 4.00533 -0.50671 -0.18 0.13 0.27 0.006
H -1.84360 -2.80372 2.83189 0.21 0.03 0.33 0.000
H -0.93047 -1.85033 2.01639 0.09 -0.41 0.55 0.001
O -1.85056 -2.04208 2.24968 -0.55 0.52 -0.74 0.001
H -1.31353 -1.00601 4.76671 0.16 0.09 -0.37 0.000
H -0.17511 -1.98340 4.23846 -0.11 0.50 0.01 0.000
O -0.82905 -1.81259 4.93514 -0.01 -0.59 0.69 0.000
H 2.82897 -1.61317 -0.60972 -0.15 -0.03 -0.23 0.000
H 2.16363 -2.51396 -1.69264 0.43 -0.32 -0.89 0.000
O 2.10925 -2.24093 -0.79004 0.07 0.03 1.04 0.000
H 4.55401 0.17731 -0.84450 0.34 0.07 -0.20 0.000
H 3.28605 1.04779 -0.81709 -0.06 0.13 -0.20 0.000
O 3.63041 0.17234 -0.59372 0.54 -0.49 -0.23 0.000
H 1.58936 -1.68003 2.40409 0.03 0.37 0.33 0.000
H 0.79599 -2.94245 2.14303 -0.19 -0.21 0.12 0.000
O 0.88288 -2.21583 2.79067 0.22 -0.11 -0.52 0.000
H -0.50301 -3.70107 0.22630 -0.19 0.23 -0.24 0.000
H 1.03251 -3.50122 0.05354 -0.29 0.00 0.15 0.000
O 0.34455 -3.83781 0.65406 0.44 -0.25 0.13 0.000
H 3.33259 -0.25774 1.26220 -0.31 -0.28 -0.10 0.000
H 2.40057 0.78722 1.65790 -0.07 0.31 0.24 0.000
O 2.42971 -0.17364 1.60740 0.11 0.04 0.43 0.007
H -1.62555 3.16881 -3.20071 -0.16 -0.17 -0.06 0.000
H -2.51943 2.57693 -2.08487 -0.43 -0.23 -0.43 0.000
O -2.32063 3.38279 -2.56482 0.43 0.32 0.38 -0.001
H -3.74210 -0.25631 -1.56488 -0.58 -0.09 -0.05 0.000
H -2.57572 0.44240 -0.95835 -0.44 -0.39 0.39 0.004
O -2.80447 -0.13068 -1.69718 0.49 0.50 -0.39 0.011
H 2.55935 2.80194 -2.46595 0.10 -0.04 -0.03 0.000
H 1.49463 1.82614 -1.98337 0.05 0.04 -0.40 0.000
O 2.30928 2.27296 -1.69903 -0.30 0.34 0.16 -0.001
H 2.89560 3.15504 2.04132 0.20 0.25 -0.09 0.000
H 3.19154 3.23421 0.51479 -0.01 0.20 0.03 0.000
O 3.10976 2.63450 1.25995 -0.33 -0.35 0.20 0.000
H -2.74238 -3.38793 -0.44401 0.19 -0.13 0.07 0.000
H -2.63274 -1.99360 -0.96973 0.01 0.60 -0.05 0.000
O -2.10174 -2.77710 -0.82834 -0.02 -0.62 0.01 0.002
H -3.18920 -0.86227 1.68624 -0.03 -0.42 -0.05 0.000
H -4.61533 -0.48362 1.16011 0.03 -0.01 0.25 0.000
O -3.68274 -0.50031 0.93020 -0.02 0.43 -0.27 0.001

=====

73
Properties=species:S:1:pos:R:3:forces:R:3:mulliken_charge:R:1 method="wB97M-V/def2-TZVPD" lumo_ev=-0.05 charge=0 energy_ev=-47647.58032 gap_ev=8.75 smiles="O=C1C=C(CCc2ccccc2)C(=O)O1.CC#N.CC#N.CC#N.CC#N.CC#N.CC#N.CC#N.CC#N"
O 3.06729 -3.44278 0.76376 -0.90 0.09 0.39 -0.532
C 2.21802 -2.64259 1.00352 -0.55 0.65 -1.50 0.251
C 1.79075 -1.38887 0.26213 0.35 -0.61 0.33 -0.540
C 1.41387 -0.51232 1.18880 0.32 0.24 -0.07 0.926
C 0.94586 0.89572 0.95637 -0.14 0.03 0.38 -0.267
C -0.18434 1.25181 1.95054 0.16 -0.68 -0.12 -1.291
C -1.34453 0.31794 1.61713 1.39 1.67 0.77 0.085
C -1.65764 -0.72546 2.43791 -0.11 -0.43 0.41 -0.040
C -2.69287 -1.55659 2.06978 0.48 -0.71 1.14 -0.817
C -3.35744 -1.33550 0.91268 -1.65 -0.75 -1.10 -0.427
C -3.05447 -0.28126 0.09015 0.10 0.48 -0.50 -1.109
C -2.02818 0.54915 0.44869 -0.07 0.42 -0.51 -0.083
C 1.56829 -1.25517 2.51521 -0.89 1.09 -0.58 -0.188
O 1.80580 -0.84363 3.60969 -0.29 -0.67 -0.42 -0.510
O 1.41044 -2.59511 2.15396 1.82 -0.69 1.50 -0.281
H 1.79951 -1.25685 -0.80811 0.28 0.01 -0.02 0.575
H 1.77595 1.60526 1.00007 0.06 -0.08 0.20 0.498
H 0.56194 0.91207 -0.06587 0.04 0.17 -0.01 0.128
H 0.20103 1.07140 2.95363 -0.19 0.01 0.06 0.576
H -0.46791 2.30548 1.88574 0.09 -0.56 0.04 0.458
H -1.11019 -0.90552 3.35309 0.04 0.09 0.11 0.504
H -2.95224 -2.39542 2.69824 -0.12 -0.07 0.00 0.516
H -4.15560 -2.00253 0.62284 -0.06 -0.07 0.09 0.461
H -3.59202 -0.07761 -0.82612 -0.16 -0.19 -0.03 0.543
H -1.73838 1.38421 -0.16995 -0.02 0.06 -0.10 0.540
C -2.30884 -0.35848 -4.27953 0.07 0.14 0.13 -0.811
C -1.47911 0.52270 -3.45663 0.14 0.11 0.14 0.418
N -0.82675 1.21538 -2.80938 -0.15 -0.25 -0.22 -0.412
H -2.27024 -0.04610 -5.32037 -0.03 -0.02 -0.01 0.276
H -1.95553 -1.38440 -4.20276 0.00 -0.01 0.00 0.256
H -3.34078 -0.31429 -3.93759 -0.02 -0.02 -0.03 0.265
C -1.08641 -2.74504 -7.83702 -0.22 0.15 0.10 -0.397
C -2.43494 -2.34577 -7.43190 0.00 -0.10 -0.04 0.352
N -3.49432 -2.03040 -7.11726 0.16 0.03 0.02 -0.428
H -1.13507 -3.33591 -8.74932 0.01 0.01 -0.01 0.319
H -0.47372 -1.86012 -8.01763 -0.15 -0.29 0.03 -0.061
H -0.62582 -3.34081 -7.05116 0.01 0.00 0.00 0.268
C 4.27442 1.37464 4.97099 -0.06 0.02 -0.05 -0.707
C 3.15339 1.96509 4.24507 -0.22 0.10 -0.10 0.334
N 2.26753 2.42980 3.67835 0.37 0.04 0.12 -0.355
H 4.23086 0.29067 4.88686 -0.06 0.00 -0.06 0.059
H 5.21640 1.72584 4.55437 0.01 0.00 0.01 0.335
H 4.22456 1.65481 6.02159 0.00 0.02 0.00 0.331
C -2.61459 -6.07850 1.83226 -0.10 0.11 -0.03 -0.855
C -3.62569 -5.04625 1.60607 -0.18 0.17 -0.05 0.423
N -4.41513 -4.22893 1.42811 0.19 -0.49 0.09 -0.418
H -2.16734 -5.94710 2.81550 0.01 0.00 0.00 0.269
H -3.07439 -7.06312 1.77768 0.00 0.00 0.00 0.317
H -1.83714 -6.00457 1.07459 0.01 0.01 0.00 0.254
C 1.45244 4.99941 0.69308 -0.10 -0.07 0.04 -1.095
C 0.33378 4.12450 0.35015 -0.19 -0.06 -0.26 0.539
N -0.53805 3.42390 0.07957 0.40 0.83 -0.23 -0.398
H 2.36545 4.62570 0.23379 0.00 -0.01 0.00 0.285
H 1.25633 6.00694 0.33153 0.00 0.00 -0.01 0.370
H 1.58109 5.02318 1.77411 0.01 -0.05 0.01 0.297
C 5.81919 -1.69402 6.84684 0.21 0.10 0.00 -0.576
C 6.98362 -0.80824 6.75338 0.12 0.08 0.00 0.341
N 7.89946 -0.11582 6.68276 -0.34 -0.19 0.00 -0.380
H 5.64295 -1.96373 7.88595 0.00 0.00 0.01 0.270
H 4.93747 -1.19187 6.45651 -0.03 -0.02 0.02 0.108
H 5.99637 -2.59913 6.26969 0.00 0.00 -0.01 0.259
C 0.80276 1.60913 -8.63272 0.03 -0.14 -0.01 -0.752
C 1.09763 0.17666 -8.65969 0.13 -0.21 -0.03 0.379
N 1.33048 -0.95037 -8.68097 0.06 0.57 -0.04 -0.459
H 0.10160 1.82638 -7.82931 0.00 0.01 0.01 0.253
H 1.71998 2.17021 -8.46701 0.00 0.00 0.01 0.289
H 0.36453 1.91261 -9.58117 0.00 0.00 0.00 0.265
C -3.59473 4.19106 1.09632 -0.19 0.15 -0.05 -0.398
C -4.58326 5.25331 0.90322 -0.17 0.15 0.01 0.108
N -5.35849 6.09003 0.75155 0.26 -0.27 0.04 -0.379
H -3.16635 4.26160 2.09436 0.01 -0.01 0.00 0.292
H -4.06881 3.21780 0.98171 0.02 -0.02 0.00 0.224
H -2.79967 4.28582 0.36160 0.01 -0.05 0.00 0.150

=====

28
Properties=species:S:1:pos:R:3:forces:R:3:nbo_charge:R:1 method="wB97M-V/def2-TZVPD" lumo_ev=0.73 charge=0 energy_ev=-42516.02562 gap_ev=9.70 e_above_lowest_ev=2.4590 smiles="CC[Si](Cl)(Cl)C1=C(C)CCCC1"
C 1.97310 0.20447 -2.29039 0.46 -0.63 1.41 -0.615
C 1.22572 -1.08545 -2.58712 -0.30 -2.27 -3.55 -0.922
Si 0.27394 -2.13343 -1.31625 -0.43 3.98 2.02 1.462
Cl -1.39284 -2.82674 -2.09634 -1.54 -1.17 -1.11 -0.356
Cl 1.36362 -3.70399 -0.65016 0.36 -0.20 0.24 -0.351
C -0.42573 -0.91022 0.27095 2.98 -1.90 -1.40 -0.330
C -1.13297 0.18844 0.09285 -2.40 0.30 -2.16 -0.006
C -1.89930 0.54778 -1.20503 -0.26 0.04 -0.15 -0.652
C -1.45776 1.10853 1.15617 1.51 1.92 2.59 -0.456
C -0.34104 1.16692 2.19923 0.74 -0.25 3.59 -0.396
C 0.00781 -0.24578 2.78919 1.26 0.83 -4.92 -0.383
C 0.39375 -1.15758 1.53055 0.08 4.05 -0.08 -0.431
H 1.37477 1.09244 -2.49184 0.27 -0.05 -0.47 0.218
H 2.10329 0.23213 -1.20113 0.33 0.22 -0.06 0.208
H 2.99073 0.17593 -2.73368 -0.83 0.49 0.04 0.220
H 1.93330 -1.92783 -2.97700 -0.59 1.44 0.70 0.241
H 0.62441 -0.95714 -3.61195 0.66 -0.28 2.38 0.253
H -1.22658 1.16344 -1.84809 -0.51 -0.44 0.25 0.214
H -2.90586 1.16233 -1.11059 2.08 -1.43 0.27 0.220
H -2.07959 -0.43520 -1.66718 -0.30 0.83 -0.42 0.226
H -1.61012 2.15711 0.88372 0.00 -0.17 -0.79 0.220
H -2.37193 0.89064 1.70838 -0.22 -0.49 -0.15 0.221
H 0.65342 1.57841 2.06615 -0.01 0.51 -1.63 0.207
H -0.65593 1.82311 3.05914 -0.17 -0.61 -0.61 0.196
H -0.86408 -0.59363 3.14464 -2.91 -1.67 1.84 0.185
H 0.83468 -0.35586 3.43248 0.69 0.52 1.20 0.206
H 0.34642 -2.11644 1.80333 -0.55 -3.97 1.13 0.204
H 1.47982 -1.05572 1.32258 -0.39 0.40 -0.16 0.195

=====

31
Properties=species:S:1:pos:R:3:forces:R:3:nbo_charge:R:1 method="wB97M-V/def2-TZVPD" lumo_ev=0.68 charge=0 energy_ev=-30091.65271 gap_ev=8.35 e_above_lowest_ev=5.0939 smiles="CCO[S@](=O)(O)=C(N)[C@H](C)O.CC=O"
C -0.35689 3.69512 -0.66531 -1.32 1.65 -4.23 -0.670
C 0.40243 2.44376 -0.90203 -0.18 -2.04 -1.65 -0.083
O 0.22675 1.33315 -0.02673 -2.16 -1.11 2.10 -0.747
S -1.32484 0.62911 0.18568 2.34 0.90 1.94 1.876
O -2.01361 1.14425 -0.93484 -1.89 1.23 -2.14 -0.986
O -1.75795 1.41006 1.57327 0.05 0.29 -0.43 -0.894
C -0.66600 -1.35440 -0.45024 -0.11 -1.68 0.77 -0.004
N -1.65134 -1.57010 -1.27826 0.17 0.85 -2.98 -0.763
C -0.63087 -2.13714 0.88764 2.20 -0.40 -1.42 -0.001
C -1.87509 -2.88750 1.32902 0.63 -1.36 -0.49 -0.652
O -0.30704 -1.07609 1.77257 0.13 -0.54 1.80 -0.734
H 0.06812 4.60346 -1.18942 0.53 -1.11 0.58 0.228
H -1.31322 3.70877 -1.26552 0.50 -0.54 1.18 0.231
H -0.52438 4.02675 0.28995 -0.35 0.34 2.60 0.208
H 1.43687 2.50334 -0.63053 0.98 0.92 -1.06 0.207
H 0.16579 2.00300 -1.96378 0.90 1.28 1.64 0.188
H -1.67099 2.37254 1.52559 -0.02 0.10 -0.12 0.481
H -2.44344 -2.18112 -1.41348 -0.10 -0.58 1.18 0.376
H -1.64678 -0.86876 -2.03593 -0.13 -0.80 0.26 0.393
H 0.25481 -2.92203 0.88881 -1.46 1.51 -0.33 0.188
H -2.74187 -2.25013 1.29986 -0.61 0.01 -0.43 0.212
H -1.98038 -3.94161 0.82877 -0.01 2.25 0.51 0.216
H -1.72403 -3.10967 2.36203 0.07 -0.26 0.91 0.234
H 0.47018 -0.54913 1.50034 -0.14 -0.94 -0.09 0.502
C 2.83077 -0.72922 -0.83064 -2.78 1.23 2.82 -0.760
C 3.47564 -0.69460 0.55376 -0.92 0.11 -1.03 0.460
O 2.95613 -0.94018 1.61462 -0.05 -0.02 -0.53 -0.531
H 1.76692 -0.27759 -0.74743 1.75 -0.46 -0.37 0.279
H 2.66128 -1.68989 -1.16365 -0.53 -2.59 -0.24 0.238
H 3.42823 -0.35737 -1.58726 1.27 1.56 -1.24 0.214
H 4.48481 -0.33677 0.47318 1.24 0.20 0.52 0.092

=====

- The highest charge belongs to which entry?
  C4H36N2O14

=====

- The highest charge belongs to which entry?
  C4H36N2O14